No. 1
Computed, not measured: a structure of composition C3HNaO2, with wB97M-V/def2-TZVPD.

Output
* relative energy (zero: lowest compared OMol25 entry of this formula, charge and spin): 4.156 eV
* HOMO-LUMO gap (alpha / beta): 7.39 / 7.40 eV
* HOMO energy (alpha / beta): -8.4 / -8.4 eV

```
! wB97M-V def2-TZVPD RIJCOSX def2/J DEFGRID3
* xyz 0 1
C -1.22 1.24 0.27
H -2.46 1.12 -0.83
C -1.82 0.25 -0.20
O -0.52 -1.55 -0.38
C 0.87 -1.41 -0.03
Na 1.04 1.82 0.79
O 1.61 -0.57 0.27
*
```



No. 2
Computed, not measured: a cluster of 2 separate species, C19H29Cl2N2O5S in total, with wB97M-V/def2-TZVPD.

Output
* HOMO-LUMO gap: 8.14 eV
* HOMO energy: -12.7 eV

```
! wB97M-V def2-TZVPD RIJCOSX def2/J DEFGRID3
* xyz 1 1
C -3.42 2.74 -3.30
C -3.85 2.20 -2.32
C -4.25 1.62 -1.02
C -2.99 1.42 -0.18
N -2.50 2.54 0.31
N -1.40 2.35 1.00
Cl -0.71 3.78 1.66
C -0.78 1.22 1.23
C -1.29 -0.01 0.76
C -0.57 -1.29 1.07
C 0.95 -1.11 1.32
C 1.28 -0.84 2.81
C 2.21 0.36 3.04
S 1.48 1.63 4.09
O 0.05 1.42 4.20
O 1.85 2.91 3.53
Cl 2.31 1.42 5.93
C -2.48 0.11 0.01
C -3.14 -1.11 -0.57
C -3.27 -1.09 -2.12
C -2.80 -2.45 -2.69
C -2.89 -2.42 -4.21
O -3.86 -2.80 -4.78
O -1.79 -1.95 -4.88
C -1.80 -0.53 -5.07
C -0.68 0.11 -4.21
H -2.89 3.15 -4.12
H -4.91 2.32 -0.51
H -4.80 0.70 -1.15
H 0.13 1.24 1.81
H -1.05 -1.82 1.90
H -0.65 -1.94 0.20
H 1.34 -0.32 0.67
H 1.43 -2.03 1.00
H 1.77 -1.73 3.21
H 0.34 -0.73 3.36
H 2.37 0.87 2.09
H 3.20 0.07 3.40
H -4.11 -1.30 -0.11
H -2.51 -1.96 -0.30
H -4.32 -0.99 -2.39
H -2.70 -0.26 -2.54
H -1.79 -2.67 -2.33
H -3.46 -3.24 -2.33
H -1.62 -0.28 -6.11
H -2.77 -0.11 -4.80
H 0.24 0.09 -4.79
H -0.92 1.14 -3.93
H -0.50 -0.48 -3.31
C 7.46 0.77 2.85
C 6.91 -0.63 3.07
O 5.51 -0.70 2.78
H 6.93 1.49 3.47
H 8.52 0.81 3.08
H 7.32 1.07 1.81
H 7.03 -0.92 4.11
H 7.44 -1.35 2.45
H 5.40 -0.45 1.86
*
```



No. 3
Computed, not measured: a cluster of 2 separate species, C44H44N3O5Si in total, with wB97M-V/def2-TZVPD.

Output
* relative energy (zero: lowest compared OMol25 entry of this formula, charge and spin): 0.000 eV
* HOMO-LUMO gap: 4.85 eV
* HOMO energy: -10.0 eV

```
! wB97M-V def2-TZVPD RIJCOSX def2/J DEFGRID3
* xyz 1 1
C -1.68 4.69 2.54
N -1.53 3.25 2.66
C -2.63 2.44 2.86
O -3.78 2.80 2.96
C -2.11 1.01 2.90
C -2.75 0.16 1.80
C -4.24 0.05 1.92
C -5.07 0.54 0.92
C -6.44 0.47 1.05
C -7.00 -0.10 2.18
C -6.19 -0.61 3.17
C -4.82 -0.54 3.04
N -0.62 1.08 2.77
C 0.22 0.01 2.82
C 1.59 0.13 2.68
C 2.50 -0.89 2.71
C 3.90 -0.67 2.57
C 4.44 0.62 2.36
C 5.79 0.82 2.24
N 6.30 2.17 2.02
O 7.52 2.33 1.90
O 5.48 3.10 1.97
C 6.66 -0.26 2.31
C 6.16 -1.53 2.50
C 4.81 -1.75 2.62
C -0.23 2.52 2.60
C 0.40 2.76 1.23
C 0.64 2.99 3.77
H -2.74 4.95 2.61
H -1.15 5.19 3.34
H -1.30 5.03 1.58
H -2.34 0.59 3.89
H -2.49 0.60 0.84
H -2.31 -0.85 1.80
H -4.64 1.00 0.05
H -7.08 0.86 0.27
H -8.08 -0.15 2.28
H -6.62 -1.05 4.05
H -4.19 -0.92 3.81
H -0.20 -0.96 2.98
H 1.98 1.12 2.53
H 2.15 -1.90 2.85
H 3.80 1.48 2.30
H 7.71 -0.08 2.21
H 6.85 -2.36 2.55
H 4.43 -2.74 2.76
H -0.30 2.49 0.44
H 0.67 3.80 1.10
H 1.30 2.16 1.07
H 0.08 2.88 4.70
H 1.56 2.42 3.87
H 0.90 4.04 3.65
C 8.98 -5.25 0.06
C 8.57 -6.40 -0.58
C 7.32 -6.93 -0.31
C 6.49 -6.31 0.59
Si 4.81 -7.02 0.92
C 4.20 -7.92 -0.58
C 4.55 -7.48 -1.84
C 4.04 -8.09 -2.96
C 3.17 -9.16 -2.82
C 2.81 -9.60 -1.57
C 3.33 -8.98 -0.44
C 4.96 -8.22 2.32
C 5.76 -9.33 2.19
C 5.85 -10.24 3.23
C 5.14 -10.03 4.39
C 4.33 -8.91 4.51
C 4.24 -8.01 3.47
O 3.74 -5.81 1.38
C 2.73 -5.54 0.49
C 1.43 -5.36 0.87
C 0.60 -5.19 -0.34
C 1.60 -5.34 -1.49
O 2.90 -5.44 -0.90
C 6.90 -5.16 1.23
C 8.15 -4.64 0.97
H 9.95 -4.83 -0.16
H 9.21 -6.88 -1.30
H 7.00 -7.83 -0.81
H 5.19 -6.62 -1.93
H 4.31 -7.74 -3.94
H 2.78 -9.64 -3.70
H 2.13 -10.42 -1.46
H 3.04 -9.31 0.54
H 6.32 -9.49 1.28
H 6.48 -11.11 3.13
H 5.21 -10.73 5.20
H 3.78 -8.75 5.42
H 3.62 -7.13 3.56
H 1.10 -5.43 1.89
H -0.20 -5.93 -0.39
H 0.13 -4.19 -0.34
H 1.43 -6.26 -2.07
H 1.60 -4.49 -2.19
H 6.23 -4.69 1.94
H 8.47 -3.74 1.47
*
```



No. 4
Computed, not measured: a structure of composition C3H5CeO4, with wB97M-V/def2-TZVPD.

Output
* relative energy (zero: lowest compared OMol25 entry of this formula, charge and spin): 0.214 eV
* HOMO-LUMO gap (alpha / beta): 9.09 / 9.49 eV
* HOMO energy (alpha / beta): -18.9 / -18.9 eV
* <S²>: 0.75

```
! wB97M-V def2-TZVPD RIJCOSX def2/J DEFGRID3
* xyz 2 2
C -2.37 -2.40 -0.12
O -1.69 -1.21 0.21
C -2.11 0.03 -0.46
H -2.51 -2.49 -1.20
H -1.75 -3.24 0.22
H -3.35 -2.41 0.38
H -3.19 0.15 -0.26
H -1.93 -0.11 -1.54
Ce -0.15 -0.04 1.62
O -1.33 0.99 0.10
C 2.01 1.04 -0.86
O 2.55 1.43 -1.80
O 1.78 0.55 0.19
*
```